Entry 1:
14
Properties=species:S:1:pos:R:3:forces:R:3 method="wB97M-V/def2-TZVPD" homo_ev=-11.0 smiles=N#C[C@@H]1OCC[C@H]1F relative_energy_kcal_mol=53.9 homo_lumo_gap_ha=0.438 spin_multiplicity=1
F 0.38389 0.36386 -1.96477 0.385 -0.242 0.377
O -0.36294 0.50423 1.29889 -0.101 0.511 -1.110
N 2.89947 -0.02491 1.69104 -0.461 0.475 -0.502
C 0.74832 0.68800 0.41619 0.000 0.394 -0.890
C 1.98678 0.37796 1.11190 0.622 -0.604 0.964
C 0.52200 -0.39139 -0.76156 -0.509 2.248 -0.536
C -0.89272 -0.90314 -0.48263 0.686 -0.514 0.792
C -1.41627 0.28575 0.34464 -0.858 -0.637 -0.528
H -2.41021 0.04285 0.82542 1.313 0.696 -0.311
H -1.42929 -1.13445 -1.44869 0.542 0.040 1.335
H -1.43205 1.11258 -0.38305 -0.633 0.284 0.642
H 1.41442 -0.99372 -0.91150 -0.404 -0.507 0.162
H -0.83208 -1.69700 0.29182 -0.198 -0.215 -1.038
H 0.82068 1.76937 -0.02770 -0.385 -1.930 0.643

Entry 2:
120
Properties=species:S:1:pos:R:3:forces:R:3 method="wB97M-V/def2-TZVPD" homo_ev=-10.7 relative_energy_kcal_mol=413.4 homo_lumo_gap_ha=0.368 spin_multiplicity=1
O 1.08119 -0.98610 2.76154 1.052 -0.306 -0.359
O -1.82134 -5.20482 -0.35545 6.977 0.011 -2.900
O -0.19092 4.11567 -0.05709 3.580 1.148 4.254
O 1.28519 1.80593 -0.18891 -5.029 -1.963 3.772
O -0.36275 3.06088 4.92419 -2.764 -2.329 3.668
O 2.95037 -4.38304 -0.99107 4.477 1.791 -4.565
O 0.06040 4.73273 -3.46601 4.288 -0.706 -4.115
O -1.94337 4.61649 3.45271 3.312 2.192 -1.489
O -0.64769 0.97392 -4.69573 0.662 0.818 -0.246
O -1.82388 -3.15959 4.99636 -2.626 2.865 -0.633
O 1.22677 -0.34747 -4.11628 -3.835 0.767 1.954
O -0.58635 -2.73742 1.49638 3.489 0.396 -1.991
O 2.04398 -4.02753 1.45319 1.030 -2.172 -1.363
O -4.24541 3.80025 -0.33609 -1.297 -1.552 2.009
O -2.98904 0.19943 -4.68253 -1.559 -2.553 -4.865
O 6.58918 0.15489 -1.75327 -1.495 -0.955 -0.957
O -2.93540 -3.80926 1.72100 1.164 -0.717 -0.330
O 0.02348 1.49283 2.94158 2.471 -3.721 -0.725
O 2.34122 1.69045 5.37248 -0.603 1.480 -3.426
O -4.39237 1.00722 1.77512 4.362 -0.658 -0.082
O -6.04888 -1.50112 -2.80398 -2.642 2.960 -10.046
O -0.77766 0.93226 -1.24394 0.971 2.893 2.051
O 1.62942 5.45837 -0.96428 1.807 4.635 -3.207
O 4.89910 -2.74584 -0.21333 0.512 -0.761 -1.191
O 3.57101 -0.08503 -0.04310 1.211 -1.484 -1.753
O 0.70613 -0.20389 6.35565 -2.121 -0.672 0.430
O -2.24155 -2.49505 -4.25371 -1.337 -0.257 0.245
O 4.20298 -0.38755 -3.05214 0.733 0.084 -0.214
O 1.45644 -0.97393 0.36645 -2.170 1.460 1.350
O -4.86371 -1.47520 1.88014 1.600 -1.313 4.490
O 1.08301 3.88591 2.82916 1.638 0.058 -0.786
O 1.69058 -2.11370 -2.58284 4.092 -4.106 1.262
O 2.82521 1.91369 -5.66691 -2.643 1.045 1.289
O -2.23291 0.14160 4.57863 -0.984 -2.634 2.280
O 2.67245 3.33874 -1.72701 -1.343 0.307 -1.560
O 2.00990 -3.45640 -5.17888 3.190 7.667 -0.054
O 1.94740 -2.56343 4.53376 2.474 -3.029 2.249
O -3.40938 0.71280 -1.92960 0.051 0.931 -0.054
O -2.62329 -2.16172 -1.86544 -2.374 -1.110 -2.753
O -2.02655 0.40630 0.63103 -1.677 6.032 -4.426
H 2.01338 2.09096 4.46393 0.317 -0.903 2.813
H 1.56409 -0.16369 2.68412 -0.226 0.585 0.897
H 3.73658 -0.64364 -2.25776 -0.630 -0.265 -0.565
H -0.91732 1.72914 -5.20740 -0.154 0.771 -0.171
H -0.46482 -2.93508 2.44000 0.096 0.369 -0.130
H 1.64955 4.38953 2.22475 0.167 -0.149 0.134
H 5.87536 0.29208 -1.09102 0.817 -0.219 -0.678
H 0.33085 4.50166 -2.61211 -0.090 -0.454 2.465
H 6.09757 -0.29721 -2.52711 0.992 1.237 1.826
H 1.69527 3.54411 -1.87773 2.222 -0.662 0.502
H -3.40258 -3.02328 1.49699 -1.187 1.041 0.017
H -0.05452 0.06223 5.82058 -0.787 -0.501 0.546
H -2.95434 0.42388 -3.81273 0.141 0.852 4.216
H 0.61158 -0.55380 0.77161 1.477 -1.307 -1.265
H 3.77484 0.49816 -0.78302 0.021 0.715 0.252
H 1.65609 -4.21622 -5.03495 -3.479 -8.018 0.793
H 0.39424 4.50554 2.99778 -0.730 0.312 0.286
H -0.62817 2.14212 2.95675 -0.540 2.708 -0.387
H -3.82323 4.29590 -0.98182 1.268 1.358 -1.948
H -1.83467 -2.15572 5.14354 0.835 -1.721 0.050
H 1.04534 -2.52038 4.89505 0.513 -0.044 0.238
H 2.51845 -3.25334 5.15520 -2.704 2.701 -2.240
H 2.30362 -4.44018 -0.38914 -3.725 -0.325 3.805
H 2.04763 -0.66415 -4.17287 4.629 -2.532 -0.380
H 1.06375 4.49503 -3.92526 -4.434 1.197 1.458
H -5.99277 -1.84873 -2.05921 0.084 -5.658 10.629
H -4.00140 2.87878 -0.47505 0.050 0.108 -0.125
H 0.86504 -1.76672 -2.28749 -0.740 -0.208 0.975
H -1.74816 -2.31137 -3.43883 0.701 0.085 -0.852
H 1.01601 4.86772 -0.64053 -2.437 -1.786 1.357
H 1.91558 -3.07254 -4.27571 0.179 0.429 -0.744
H -4.83503 -1.08553 2.86204 0.125 -1.292 -3.383
H -5.26233 1.22087 1.62063 -2.826 0.808 -1.231
H 1.96155 2.08812 -0.66885 4.663 1.726 -3.246
H -3.30333 -0.74536 -4.77202 0.603 1.440 0.524
H 0.88965 1.64874 2.46463 -2.479 0.891 0.510
H -5.46167 -0.90949 1.47584 -1.679 1.539 -1.200
H 0.53461 3.51054 0.41264 -1.929 1.290 -1.107
H 0.09351 3.67907 5.49533 0.459 0.185 0.365
H -2.60918 -2.81192 -1.18703 0.466 -1.003 1.533
H 5.42478 -3.45691 -0.66240 -0.412 0.963 0.660
H -3.10372 -0.10358 -1.53484 -0.213 -0.902 -0.011
H 1.09170 5.98298 -1.63798 1.139 -0.592 1.538
H -1.59565 0.78053 -0.77930 -0.175 -0.919 -0.511
H -2.87373 0.79900 4.70882 -1.714 1.266 0.407
H 1.09874 0.27219 -4.78659 -0.980 1.170 -1.684
H 1.37399 -3.62382 1.94033 -1.074 1.141 1.647
H 3.05771 4.16325 -2.07599 0.086 -0.463 0.573
H -2.77889 -3.13281 4.64473 1.977 -1.027 0.409
H -5.37275 -0.90154 -2.74369 2.542 2.499 -0.612
H -1.73138 4.31747 4.33237 -0.065 -0.558 0.644
H 0.54995 1.39544 -0.75425 0.879 0.421 0.827
H 2.08475 1.60126 -5.08211 1.361 -0.802 -0.326
H 3.57560 -0.15205 -3.73981 0.062 0.150 0.325
H -0.93461 2.47974 5.66111 2.416 2.142 -2.859
H 3.23540 1.46888 5.10053 0.450 -0.232 0.402
H -2.42384 -5.27859 0.29300 -3.263 -0.401 3.998
H 2.34883 2.77845 -5.68682 1.385 -0.019 -0.927
H -0.61116 3.45734 -0.48003 -2.846 -3.621 -2.706
H -1.93810 -0.18429 1.25397 1.203 -4.703 5.724
H 5.17723 -2.74322 0.69753 0.333 0.048 0.520
H 0.38952 -2.57992 1.01993 -3.831 -0.357 1.827
H 3.35533 -0.92904 -0.56258 0.280 1.431 1.570
H -3.17305 -2.72081 -2.59284 1.605 2.066 2.174
H -0.61123 0.51477 -2.01727 0.086 -2.029 -4.077
H -1.73838 1.33089 0.85924 -0.296 -1.721 0.710
H -3.86436 0.58232 1.01669 -1.649 1.100 1.441
H 1.30400 0.20385 5.77318 2.488 0.865 -0.788
H 2.09555 -0.33184 0.80274 -0.592 -0.863 -1.753
H 3.54416 -3.59714 -0.76848 -1.068 -1.512 0.150
H -1.66756 0.51651 3.98261 2.869 1.236 -2.745
H 1.65628 -1.46857 2.10969 -1.054 -0.081 1.222
H -2.05145 -3.61103 1.31520 -0.715 -0.307 0.644
H -1.77415 -2.49502 -5.07437 1.070 -0.026 -0.289
H -0.85526 -5.32252 0.07741 -3.690 0.380 -1.376
H -1.35900 0.36183 -4.92174 -0.310 -0.360 0.133
H -0.99806 5.07023 3.24130 -4.065 -1.184 0.460
H -4.28838 0.58252 -2.27765 -0.364 -0.033 0.104
H 2.17944 -2.99058 -2.02816 -2.829 3.229 -1.574
H 2.77743 -3.46018 1.25840 0.280 0.771 0.381

Entry 3:
21
Properties=species:S:1:pos:R:3:forces:R:3 method="wB97M-V/def2-TZVPD" homo_ev=-5.9 relative_energy_kcal_mol=34.9 homo_lumo_gap_ha=0.225 spin_multiplicity=1
O -0.51036 1.58974 -0.07732 0.450 -0.016 -0.449
O 0.74524 -1.00426 -0.75979 -0.196 0.362 1.989
C -1.50830 2.40743 -0.65086 -0.204 0.155 -0.013
C -0.99242 0.76530 0.97168 -0.290 -0.313 0.195
C 0.11788 -0.10348 1.53416 0.727 0.466 0.048
C 0.51997 -1.31251 0.70876 -1.356 -0.777 -1.816
C 1.08951 -2.10946 -1.55602 -0.039 -0.511 0.163
Li 1.16858 0.91200 -0.97897 0.562 -0.446 0.831
H -0.22357 -0.47408 2.51081 0.040 -0.079 -0.207
H 0.21634 -2.77544 -1.66479 0.223 0.070 -0.092
H 1.39360 -1.73349 -2.54369 -0.107 -0.140 0.345
H 1.01004 0.51725 1.71626 -0.281 -0.154 -0.105
H 2.61286 0.47425 0.14653 0.043 0.583 -0.396
H -1.04290 3.00975 -1.44051 -0.109 -0.176 0.207
H -0.36344 -1.97167 0.63173 0.119 -0.011 0.265
H -1.39055 1.42037 1.76495 0.029 -0.201 -0.174
H -2.31335 1.79180 -1.08444 0.143 0.193 0.107
H -1.92875 3.08702 0.10783 0.036 -0.179 -0.200
H -1.81020 0.13136 0.58447 0.053 0.200 0.091
H 1.29213 -1.92478 1.20118 0.331 0.651 -0.656
H 1.91768 -2.69709 -1.12197 -0.174 0.324 -0.133

no.,F_max (Eh/bohr)
1,0.0460
2,0.2342
3,0.0466